{
  "formula": "C78H180N12O12",
  "method": "wB97M-V/def2-TZVPD",
  "e_lumo_ev": 0.57,
  "energy_ha": -4639.368351,
  "homo_lumo_gap_ev": 8.984,
  "charge": 0,
  "smiles": "CC1(C)CCCC(C)(C)N1O.CC1(C)CCCC(C)(C)N1O.CC1(C)CCCC(C)(C)N1O.CC1(C)CCCC(C)(C)N1O.CC1(C)CCCC(C)(C)N1O.CC1(C)CCCC(C)(C)N1O.COC[C@H](C)N.COC[C@H](C)N.COC[C@H](C)N.COC[C@H](C)N.COC[C@H](C)N.COC[C@H](C)N",
  "elements": ["C", "C", "C", "C", "C", "C", "N", "O", "C", "C", "C", "H", "H", "H", "H", "H", "H", "H", "H", "H", "H", "H", "H", "H", "H", "H", "H", "H", "H", "H", "C", "C", "C", "C", "C", "C", "N", "O", "C", "C", "C", "H", "H", "H", "H", "H", "H", "H", "H", "H", "H", "H", "H", "H", "H", "H", "H", "H", "H", "H", "C", "C", "C", "C", "C", "C", "N", "O", "C", "C", "C", "H", "H", "H", "H", "H", "H", "H", "H", "H", "H", "H", "H", "H", "H", "H", "H", "H", "H", "H", "C", "C", "C", "C", "C", "C", "N", "O", "C", "C", "C", "H", "H", "H", "H", "H", "H", "H", "H", "H", "H", "H", "H", "H", "H", "H", "H", "H", "H", "H", "C", "C", "C", "C", "C", "C", "N", "O", "C", "C", "C", "H", "H", "H", "H", "H", "H", "H", "H", "H", "H", "H", "H", "H", "H", "H", "H", "H", "H", "H", "C", "C", "C", "C", "C", "C", "N", "O", "C", "C", "C", "H", "H", "H", "H", "H", "H", "H", "H", "H", "H", "H", "H", "H", "H", "H", "H", "H", "H", "H", "C", "C", "C", "O", "C", "N", "H", "H", "H", "H", "H", "H", "H", "H", "H", "H", "H", "C", "C", "C", "O", "C", "N", "H", "H", "H", "H", "H", "H", "H", "H", "H", "H", "H", "C", "C", "C", "O", "C", "N", "H", "H", "H", "H", "H", "H", "H", "H", "H", "H", "H", "C", "C", "C", "O", "C", "N", "H", "H", "H", "H", "H", "H", "H", "H", "H", "H", "H", "C", "C", "C", "O", "C", "N", "H", "H", "H", "H", "H", "H", "H", "H", "H", "H", "H", "C", "C", "C", "O", "C", "N", "H", "H", "H", "H", "H", "H", "H", "H", "H", "H", "H"],
  "positions_angstrom": [[22.3399, 17.9511, 13.2556], [22.6156, 18.9327, 14.3640], [24.1388, 19.2290, 14.4591], [24.5407, 20.3078, 15.4485], [23.7367, 21.5320, 15.1029], [22.1673, 21.2933, 14.9888], [21.9177, 20.1693, 14.0389], [20.5688, 19.8429, 14.0376], [21.6425, 21.0274, 16.3892], [21.5351, 22.5522, 14.3813], [22.1840, 18.1374, 15.6567], [21.2552, 17.6354, 13.2565], [22.9540, 17.0671, 13.3526], [22.6636, 18.3098, 12.2639], [24.6906, 18.2761, 14.6168], [24.5516, 19.4851, 13.5074], [25.5624, 20.5422, 15.3438], [24.2609, 20.0026, 16.5225], [23.9672, 21.8369, 14.0577], [23.8143, 22.4079, 15.7291], [21.6486, 21.9570, 16.9908], [20.5755, 20.7201, 16.3166], [22.1957, 20.2233, 16.9652], [21.9172, 23.4563, 14.9360], [21.5410, 22.6448, 13.2635], [20.4684, 22.4991, 14.6504], [21.9349, 17.1025, 15.5785], [21.2378, 18.4624, 16.1232], [22.9374, 18.2246, 16.4582], [20.3580, 20.1004, 13.0979], [21.4610, 17.2928, 23.5238], [20.7585, 18.5531, 22.9778], [21.6583, 19.7623, 23.1316], [22.6254, 20.0080, 22.0174], [21.9953, 19.8902, 20.6531], [21.3100, 18.5167, 20.5268], [20.3206, 18.4142, 21.5438], [19.5551, 17.2514, 21.3631], [20.5993, 18.3727, 19.1324], [22.3764, 17.3645, 20.5563], [19.4479, 18.7454, 23.7749], [22.4925, 17.3257, 23.1079], [21.0757, 16.3378, 23.1384], [21.4520, 17.4087, 24.6380], [21.0337, 20.6169, 23.2694], [22.0786, 19.5665, 24.0647], [23.3918, 19.2358, 21.9991], [23.3078, 20.8255, 22.1464], [22.7253, 19.9744, 19.8105], [21.1808, 20.6213, 20.4740], [19.6697, 18.8560, 18.9960], [21.1796, 18.6645, 18.2309], [20.4179, 17.2895, 19.0049], [22.9366, 17.4093, 19.6208], [23.0487, 17.4421, 21.4227], [21.9273, 16.3780, 20.6310], [18.8622, 17.8239, 23.6966], [18.7947, 19.5099, 23.2427], [19.5937, 18.9845, 24.8218], [19.9422, 16.4025, 21.5186], [17.6564, 12.9979, 21.5046], [18.6797, 12.1030, 20.8070], [17.9448, 11.1446, 19.8816], [17.3797, 11.7801, 18.6427], [18.4895, 12.5220, 17.9220], [19.2250, 13.5385, 18.7804], [19.6395, 12.8322, 20.0079], [20.2625, 13.7763, 20.9844], [20.5072, 13.8993, 17.9872], [18.3863, 14.7563, 19.0181], [19.4068, 11.2555, 21.8364], [17.0551, 12.4742, 22.2353], [16.9076, 13.4204, 20.7837], [18.1487, 13.8293, 22.0327], [18.5492, 10.3047, 19.5783], [17.1430, 10.6751, 20.4872], [16.6543, 12.5576, 18.9897], [16.8311, 11.0582, 18.0624], [18.1095, 12.9712, 17.0181], [19.1945, 11.7754, 17.6314], [21.0378, 14.6326, 18.6407], [21.1315, 13.0416, 17.9873], [20.3119, 14.2431, 16.9621], [17.3688, 14.5768, 19.0215], [18.5714, 15.2134, 19.9486], [18.5529, 15.4211, 18.1757], [18.5588, 10.6745, 22.1542], [19.9403, 11.8395, 22.6342], [20.1767, 10.6353, 21.3052], [21.1670, 13.7062, 20.7661], [9.0988, 12.4032, 20.4013], [9.7044, 12.3867, 19.0346], [9.7183, 13.8644, 18.4185], [10.9230, 14.1096, 17.5271], [12.1965, 14.1220, 18.3544], [12.3304, 12.8500, 19.2490], [11.1523, 11.9686, 18.9017], [11.2416, 10.8179, 19.7565], [13.5835, 12.0792, 18.9485], [12.3889, 13.2017, 20.8085], [8.7299, 11.4961, 18.1996], [8.1214, 12.8955, 20.3579], [9.7931, 13.0071, 21.0537], [9.0056, 11.3868, 20.8831], [8.8150, 14.1537, 17.8716], [9.8360, 14.5493, 19.2543], [10.7951, 15.0600, 17.0684], [11.0028, 13.3451, 16.7154], [12.1722, 14.9425, 18.9707], [13.0963, 14.1977, 17.7196], [13.6350, 11.7631, 17.9220], [14.4273, 12.7242, 19.1030], [13.7345, 11.1628, 19.5042], [11.7228, 13.9328, 21.1606], [12.2373, 12.2548, 21.3317], [13.4091, 13.5620, 21.0936], [9.1458, 11.3899, 17.1854], [7.7692, 12.0204, 18.1477], [8.6268, 10.4950, 18.6692], [11.4719, 10.0802, 19.1754], [19.3961, 14.4141, 13.1640], [19.7844, 14.2175, 11.7017], [21.2917, 14.2731, 11.6141], [21.7184, 13.8048, 10.3009], [21.2684, 12.3891, 9.9926], [19.7801, 12.1208, 10.1828], [19.3937, 12.8661, 11.4250], [18.0360, 12.6590, 11.6710], [18.9664, 12.5523, 8.9283], [19.5204, 10.5784, 10.3960], [19.1801, 15.3226, 10.8306], [19.8441, 15.2825, 13.6446], [19.7017, 13.5089, 13.7801], [18.3169, 14.3830, 13.2643], [21.6897, 15.2882, 11.8108], [21.6977, 13.6011, 12.3280], [22.8356, 13.7929, 10.2090], [21.3253, 14.4321, 9.5177], [21.7347, 11.7011, 10.7414], [21.4846, 12.0943, 9.0221], [17.8958, 12.7097, 9.1497], [19.3619, 13.4448, 8.4468], [18.9957, 11.7718, 8.1780], [18.4845, 10.4315, 10.8060], [19.5794, 10.0724, 9.4090], [20.2357, 10.1606, 11.1220], [19.5374, 16.3106, 11.0699], [18.1152, 15.3332, 10.7990], [19.5379, 15.0984, 9.8154], [17.5233, 13.2394, 11.0897], [15.6146, 16.4615, 20.1493], [15.3948, 17.5852, 21.2316], [16.3421, 18.7525, 20.8495], [15.8488, 19.5344, 19.6517], [14.4681, 20.0587, 20.0434], [13.4114, 19.0319, 20.4679], [14.0167, 18.1100, 21.4842], [13.1940, 16.9045, 21.5773], [12.2104, 19.6660, 21.1269], [13.0106, 18.2974, 19.1752], [15.8138, 16.9790, 22.6069], [16.5791, 15.9571, 20.2055], [15.6147, 16.9811, 19.1434], [14.7565, 15.7824, 20.1657], [16.3190, 19.4688, 21.7264], [17.3896, 18.3192, 20.7518], [15.9682, 18.9695, 18.7071], [16.5421, 20.3798, 19.5441], [13.9638, 20.7048, 19.3560], [14.5734, 20.7633, 20.8598], [11.3084, 19.0455, 20.8766], [12.3405, 19.7010, 22.2102], [12.0544, 20.6761, 20.7740], [13.8348, 18.0281, 18.4636], [12.4413, 17.3481, 19.4173], [12.2682, 18.8859, 18.6032], [15.2512, 16.0970, 22.9184], [15.7540, 17.7126, 23.4611], [16.8751, 16.6185, 22.5411], [12.7101, 17.0093, 22.4339], [17.2004, 20.8600, 12.0752], [18.3644, 21.0557, 11.1100], [19.0990, 22.3799, 11.4387], [18.1851, 23.3953, 11.5007], [18.6157, 24.5541, 12.2133], [19.3908, 20.0206, 11.2174], [17.5399, 20.8340, 13.1227], [16.7710, 19.9035, 11.8126], [16.4943, 21.7155, 11.9372], [17.8967, 21.1320, 10.0752], [19.8984, 22.6079, 10.6753], [19.5814, 22.2073, 12.4068], [19.1717, 24.2010, 13.1000], [17.7314, 25.0707, 12.5913], [19.1488, 25.2518, 11.5288], [18.9452, 19.1338, 11.2373], [20.0139, 19.9978, 10.4394], [14.0855, 19.2840, 14.3358], [13.1928, 19.1663, 15.5516], [12.6708, 20.4588, 16.2509], [13.7013, 21.2127, 16.7178], [13.2936, 22.2933, 17.4444], [12.0342, 18.3920, 15.1968], [15.0258, 19.8130, 14.5122], [13.5529, 19.6574, 13.4508], [14.3263, 18.2329, 14.1642], [13.7154, 18.6111, 16.3283], [12.0266, 20.1293, 17.1099], [12.0360, 21.1128, 15.6113], [12.6192, 22.9140, 16.7654], [14.2040, 22.7673, 17.7520], [12.6803, 21.9223, 18.2917], [11.2994, 18.3324, 15.8954], [11.5550, 18.6827, 14.3398], [17.8816, 18.7890, 16.4036], [17.9469, 17.4461, 15.7276], [16.7567, 16.5578, 16.0387], [16.9697, 15.2131, 15.7445], [15.9043, 14.3999, 16.2375], [17.9444, 17.6280, 14.2586], [17.5026, 18.6763, 17.4222], [17.0728, 19.4197, 15.8614], [18.8705, 19.2085, 16.2203], [18.8297, 16.8707, 16.0759], [15.9984, 16.9631, 15.3829], [16.5881, 16.6721, 17.1166], [16.1146, 13.3930, 15.9772], [14.9431, 14.6324, 15.7467], [15.8709, 14.5216, 17.3553], [18.8815, 17.9474, 13.9370], [17.7895, 16.6840, 13.8821], [14.5376, 14.5605, 12.3782], [14.0254, 15.8615, 11.7139], [14.4781, 16.0668, 10.3381], [15.9026, 16.1425, 10.0951], [16.3310, 17.4163, 10.5068], [12.5239, 15.8373, 11.6058], [15.6570, 14.4260, 12.3584], [14.1460, 13.6197, 11.8940], [14.1808, 14.5400, 13.4351], [14.3568, 16.6757, 12.3922], [14.0384, 16.9838, 9.9822], [14.1258, 15.2252, 9.7276], [15.8879, 18.1931, 9.9259], [17.3958, 17.4480, 10.3346], [16.1862, 17.5548, 11.5775], [12.2701, 14.8754, 11.2536], [11.9922, 15.8100, 12.5560], [17.9329, 8.7124, 13.8557], [18.5978, 9.8516, 14.6118], [20.0975, 9.9789, 14.2586], [20.6432, 11.2223, 14.7160], [22.0063, 11.4350, 14.5055], [17.8042, 11.1200, 14.4342], [18.1855, 8.6016, 12.8168], [16.9171, 9.1039, 13.9007], [18.0375, 7.7062, 14.2736], [18.5485, 9.6411, 15.7351], [20.2636, 9.8861, 13.1245], [20.6682, 9.1183, 14.6966], [22.3845, 11.6025, 13.4644], [22.5881, 10.5763, 14.8249], [22.2254, 12.4128, 14.8894], [18.3198, 11.9384, 14.7391], [17.5594, 11.3825, 13.4946], [17.3792, 23.1845, 15.4945], [18.2652, 22.9572, 16.6739], [18.6896, 24.2256, 17.3270], [19.6490, 24.9572, 16.5251], [19.7302, 26.3478, 16.6909], [17.6576, 22.0386, 17.6944], [16.3782, 23.6394, 15.7236], [17.1930, 22.3132, 14.8721], [17.8148, 23.9483, 14.8904], [19.1881, 22.4238, 16.2618], [18.9772, 24.0909, 18.3613], [17.8214, 24.8153, 17.3497], [20.3881, 26.7307, 15.8622], [20.1426, 26.7048, 17.6386], [18.7243, 26.8087, 16.5800], [18.3697, 21.6227, 18.3036], [17.2272, 21.1786, 17.3029]],
  "lowdin_charge": [-0.065, -0.488, -0.140, -0.182, -0.135, -0.491, -0.093, -0.074, -0.045, -0.037, -0.029, 0.084, 0.075, 0.093, 0.130, 0.107, 0.094, 0.125, 0.128, 0.109, 0.100, 0.065, 0.066, 0.104, 0.093, 0.050, 0.065, 0.048, 0.076, 0.081, -0.018, -0.494, -0.133, -0.181, -0.122, -0.498, -0.078, -0.056, -0.008, -0.016, -0.034, 0.068, 0.080, 0.106, 0.116, 0.102, 0.096, 0.109, 0.130, 0.130, 0.055, 0.057, 0.074, 0.088, 0.055, 0.064, 0.067, 0.105, 0.079, 0.049, -0.019, -0.565, -0.149, -0.170, -0.132, -0.490, -0.022, -0.036, -0.007, -0.028, -0.032, 0.084, 0.078, 0.087, 0.118, 0.132, 0.086, 0.114, 0.098, 0.110, 0.080, 0.068, 0.092, 0.020, 0.056, 0.090, 0.072, 0.098, 0.102, 0.066, -0.067, -0.501, -0.116, -0.190, -0.115, -0.446, -0.066, -0.062, -0.052, -0.014, -0.041, 0.089, 0.081, 0.100, 0.115, 0.109, 0.092, 0.127, 0.066, 0.111, 0.087, 0.058, 0.084, 0.040, 0.076, 0.085, 0.081, 0.079, 0.083, 0.108, -0.021, -0.524, -0.153, -0.195, -0.129, -0.464, -0.082, -0.051, -0.022, -0.019, 0.004, 0.076, 0.096, 0.063, 0.129, 0.101, 0.136, 0.098, 0.126, 0.099, 0.085, 0.072, 0.073, 0.088, 0.085, 0.056, 0.081, 0.051, 0.073, 0.082, -0.009, -0.472, -0.140, -0.175, -0.127, -0.508, -0.053, -0.076, -0.028, -0.027, -0.042, 0.048, 0.063, 0.072, 0.134, 0.126, 0.082, 0.099, 0.074, 0.123, 0.099, 0.087, 0.074, 0.079, 0.087, 0.066, 0.067, 0.095, 0.074, 0.122, -0.044, -0.409, -0.250, -0.197, -0.074, 0.061, 0.071, 0.049, 0.101, 0.154, 0.144, 0.087, 0.075, 0.085, 0.098, 0.048, 0.082, -0.046, -0.434, -0.242, -0.199, -0.133, 0.027, 0.068, 0.089, 0.052, 0.113, 0.107, 0.133, 0.113, 0.086, 0.083, 0.070, 0.081, -0.053, -0.439, -0.232, -0.187, -0.084, 0.070, 0.053, 0.104, 0.059, 0.137, 0.117, 0.108, 0.067, 0.082, 0.090, 0.063, 0.054, -0.053, -0.450, -0.220, -0.179, -0.129, 0.009, 0.074, 0.089, 0.069, 0.120, 0.116, 0.137, 0.085, 0.065, 0.078, 0.079, 0.107, -0.067, -0.398, -0.184, -0.213, -0.130, 0.060, 0.058, 0.075, 0.080, 0.145, 0.116, 0.131, 0.079, 0.084, 0.079, 0.038, 0.040, -0.047, -0.428, -0.182, -0.200, -0.126, 0.055, 0.103, 0.065, 0.046, 0.118, 0.125, 0.101, 0.100, 0.079, 0.089, 0.066, 0.047]
}